Entry 1:
A molecular structure, C11H10BrIrOTe at a distorted geometry. Source: the Open Molecules 2025 dataset; level of theory: ωB97M-V with the def2-TZVPD basis set.

Values from the calculation:
Maximum force   0.083 Eh/bohr
Net charge   +1
Multiplicity   6
Energy relative to the best compared isomer or geometry (same formula, charge and spin)   52.2 kcal per mole
HOMO-LUMO gap (spin up / spin down)   0.2473 / 0.2148 Ha

Atoms and positions in Å:
Ir1 -1.0240 -1.2761 0.0446
Br1 1.6060 -1.0801 -0.0529
C1 1.5998 0.8234 -0.1049
C2 2.8122 1.5145 -0.0249
C3 2.7748 2.8773 0.0204
C4 1.6350 3.6037 0.0533
C5 0.3607 2.8864 0.0126
C6 -0.8029 3.6543 0.0621
C7 -2.0290 2.9514 0.0249
C8 -2.0658 1.5683 -0.0008
C9 -0.9189 0.7119 -0.0299
C10 0.3099 1.4731 -0.0356
H1 3.6911 0.9204 -0.0893
H2 3.7619 3.3240 -0.1004
H3 1.6230 4.6971 0.0973
H4 -0.8294 4.7645 0.0324
H5 -2.9283 3.5122 -0.0374
H6 -3.0779 1.1842 -0.0063
Te1 -3.6795 -1.5193 -0.0878
C11 -0.2107 -5.8464 0.0805
O1 -1.3787 -6.4207 -0.4010
H7 -0.4562 -4.8799 0.4648
H8 0.6315 -5.4948 -0.5873
H9 0.0719 -6.7232 0.6463
H10 -1.4764 -7.2262 0.0194

Entry 2:
C11H10ClF in the gas phase at a distorted geometry. Source: the Open Molecules 2025 dataset; level of theory: ωB97M-V with the def2-TZVPD basis set.

Values from the calculation:
Maximum force   0.091 Eh/bohr
Net charge   0
Energy relative to the best compared isomer or geometry (same formula, charge and spin)   0.0 kcal per mole
HOMO-LUMO gap (spin up / spin down)   0.2687 / 0.2562 Ha

Atoms and positions in Å:
C1 -1.2100 0.4281 -2.5571
C2 -0.8741 -0.9627 -2.5366
C3 -1.1808 1.0905 -1.4019
C4 -0.4954 -1.5738 -1.3058
C5 -0.8276 0.4967 -0.1299
C6 -0.4083 -0.8734 -0.1392
C7 -0.8452 1.2702 0.9701
C8 -1.0570 2.1628 1.9242
C9 0.1976 -1.4432 1.0279
C10 1.7007 -0.9526 1.2467
C11 2.0164 0.3677 0.8962
F1 2.1530 0.5381 -0.4300
Cl1 2.6514 1.6424 1.8753
H1 -1.3565 0.9998 -3.3767
H2 -1.2161 -1.4820 -3.4303
H3 -1.0883 2.1895 -1.5180
H4 -0.0585 -2.5941 -1.4640
H5 -0.2672 2.9052 2.2326
H6 -2.1031 2.2018 2.3989
H7 -0.3212 -1.2101 1.8389
H8 0.2779 -2.5636 0.9141
H9 2.0040 -1.0777 2.3302
H10 2.3083 -1.5594 0.6344

Entry 3:
A molecular structure, C11H10ClNOZn at a distorted geometry. Source: the Open Molecules 2025 dataset; level of theory: ωB97M-V with the def2-TZVPD basis set.

Values from the calculation:
Maximum force   0.065 Eh/bohr
Net charge   -2
HOMO-LUMO gap   0.2069 Ha

Atoms and positions in Å:
C1 -2.2374 -0.9357 -0.0449
C2 -1.6299 -1.1193 -1.3313
C3 -1.4088 0.1747 -1.8992
H1 -1.4641 -2.0618 -1.8267
C4 -1.8314 1.1623 -0.9486
C5 -2.3477 0.4789 0.1871
H2 -2.8307 0.9404 1.0396
H3 -2.6258 -1.7222 0.5968
H4 -1.1127 0.3714 -2.9064
H5 -1.8619 2.2264 -1.1265
Zn1 -0.0012 -0.4822 0.5939
Cl1 0.2165 -2.6675 1.0227
C6 2.2803 0.1276 0.3207
C7 1.9457 1.3723 -0.3091
C8 1.4883 1.1021 -1.6362
H6 2.0690 2.3589 0.1282
C9 1.5873 -0.3275 -1.8502
C10 2.0660 -0.9263 -0.6489
H7 2.3575 -1.9589 -0.5302
H8 2.7683 0.0023 1.2771
H9 1.2420 1.8297 -2.3756
H10 1.4238 -0.8377 -2.7753
O1 0.0035 -0.0163 4.5396
C11 -0.0334 0.3498 3.3986
N1 -0.0634 0.5586 2.2110

Entry 4:
A molecular structure, C11H10F5NO5PtTe at a distorted geometry. Source: the Open Molecules 2025 dataset; level of theory: ωB97M-V with the def2-TZVPD basis set.

Values from the calculation:
Maximum force   0.099 Eh/bohr
Net charge   0
Multiplicity   5
HOMO-LUMO gap (spin up / spin down)   0.2277 / 0.1818 Ha

Atoms and positions in Å:
Pt1 0.0000 0.0000 0.0000
O1 2.1163 0.0001 2.7609
C1 0.8520 0.0000 2.9016
O2 0.0000 0.0000 1.9569
C2 0.3133 0.0000 4.3200
C3 1.1833 0.0001 5.4229
C4 0.6884 0.0001 6.7296
C5 -0.6872 0.0000 6.9540
C6 -1.5670 -0.0001 5.8729
C7 -1.0696 -0.0001 4.5672
H1 2.2579 0.0002 5.2470
H2 1.3813 0.0001 7.5649
H3 -1.0725 -0.0001 7.9684
H4 -2.6397 -0.0002 6.0376
H5 -1.7565 -0.0001 3.7222
F1 -1.9490 3.2469 -1.6550
Te1 -0.0796 2.5740 -1.9359
F2 1.7897 1.9012 -2.2177
F3 -0.1585 3.1570 -3.8545
F4 -0.8047 0.7759 -2.4530
F5 0.6454 4.3723 -1.4196
O3 0.0000 1.9858 0.0000
O4 2.4049 -2.2378 -0.3105
C8 2.7898 -1.0832 -0.1503
C9 4.2433 -0.7416 -0.1029
C10 4.2433 0.7416 0.1029
C11 2.7898 1.0832 0.1503
O5 2.4049 2.2378 0.3105
N1 2.0329 0.0000 0.0000
H6 4.7265 -1.0209 -1.0441
H7 4.7266 -1.2666 0.7267
H8 4.7266 1.2666 -0.7267
H9 4.7265 1.0209 1.0441
H10 -1.7178 0.0000 0.0000